# 1
Molecular formula: C14H26Al2Br2Cl2F8NO7S
Method: DFT, ωB97M-V/def2-TZVPD

```
! wB97M-V def2-TZVPD RIJCOSX def2/J DEFGRID3
* xyz 1 1
N 0.29352 0.68557 -1.48391
C 0.98264 0.94498 -0.21365
C 0.18932 0.85189 1.16652
C -0.98802 1.91911 1.34754
C -2.34690 1.36227 0.67052
C -3.09499 2.43612 -0.26792
F -3.50342 3.56242 0.49358
F -4.34821 1.80580 -0.71811
C -2.31203 2.82961 -1.59536
F -1.03530 3.38129 -1.38381
F -3.07011 3.84944 -2.20853
F -2.30625 1.77324 -2.53592
O 1.87480 -0.26070 -0.11372
S 3.20831 -0.06330 -1.08402
O 3.03055 0.00974 -2.55603
O 4.31762 -1.01784 -0.76085
O 3.43189 1.57827 -0.68126
C 2.06725 2.12001 -0.43063
C 2.33891 3.17499 0.75212
C 2.60028 4.60981 0.05714
F 3.61804 4.49949 -0.96074
H -0.65331 0.31253 -1.36253
H 0.33220 1.47582 -2.13406
H 0.95168 1.06992 2.00323
H -0.21618 -0.19716 1.32298
H -0.72323 2.98219 1.04756
H -1.20641 1.95989 2.47754
H -2.13282 0.36157 0.14682
H -3.10548 1.07956 1.54347
H 1.85968 2.77160 -1.35181
H 3.25254 2.80042 1.32994
H 1.47959 3.30216 1.48467
H 2.91595 5.31167 0.90212
H 1.63507 4.93930 -0.45318
Al 4.30090 0.41658 1.22189
C -2.81434 -1.80199 -5.08880
C -1.51885 -2.50434 -5.43267
C -0.68542 -2.25539 -4.19093
O -1.59922 -2.17058 -3.08648
C -2.93624 -2.07491 -3.60288
H -3.67278 -2.15980 -5.65870
H -2.71120 -0.72614 -5.26408
H -1.69917 -3.57730 -5.55258
H -1.04657 -2.13404 -6.34364
H -0.14956 -1.30202 -4.25644
H 0.04030 -3.05081 -4.00692
H -3.43685 -3.03064 -3.41496
H -3.47898 -1.28760 -3.07456
O 2.87322 -2.51782 3.02845
H 2.62076 -1.99328 2.25986
H 2.92174 -3.42134 2.68802
C 1.68355 -4.14575 5.77383
Cl -0.02153 -4.00577 5.36038
Cl 2.38090 -5.62980 5.11499
H 2.22040 -3.29810 5.36215
H 1.79324 -4.16023 6.90247
Br -4.95925 1.43178 1.36899
O 5.71072 -5.55913 4.58613
H 4.92580 -5.47649 5.13770
Br 1.42351 -2.58593 7.33796
Al -5.42653 1.15185 3.78384
F -5.21251 3.75163 -3.09958
F -0.86320 -4.10430 7.69684
*
```

Summary:
* HOMO-LUMO gap: 0.97 eV
* energy relative to the best compared isomer or geometry (same formula, charge and spin): 791.5 kJ/mol
* lowest unoccupied orbital energy: -9.49 eV

=====

# 2
Molecular formula: C14H26AlIOP2
Method: DFT, ωB97M-V/def2-TZVPD

```
! wB97M-V def2-TZVPD RIJCOSX def2/J DEFGRID3
* xyz 2 1
C 1.24882 -0.42103 -1.66646
I -2.02782 0.59678 2.05774
H 0.78385 -0.17497 -2.63412
H 1.48414 -1.49014 -1.64702
H 2.17948 0.14393 -1.56460
Al 0.03528 0.06174 -0.14618
P -1.22854 -1.98151 -0.32568
C -0.66116 -3.36581 0.73998
C -3.01736 -1.87818 0.05919
H -3.55087 -2.72015 -0.40001
H -1.91827 -3.53126 -2.06768
H -3.40213 -0.93046 -0.33773
H -1.53462 -1.91461 -2.72351
H -0.74828 -3.09367 1.79858
H -3.15885 -1.87466 1.14736
C -1.22164 -2.68711 -2.01209
H -1.27562 -4.25972 0.54892
H -0.21347 -3.01603 -2.28094
H 0.39273 -3.59467 0.52243
P 0.90141 2.24286 0.24594
C 2.30853 2.36290 1.39400
C 1.60138 2.93510 -1.27513
H -1.27857 3.28266 0.09095
H 0.01231 4.45939 0.45597
H -0.68036 3.40627 1.72165
C -0.37967 3.46426 0.67564
H 0.88383 2.83990 -2.09684
H 1.80985 3.99886 -1.10368
H 2.65498 3.41246 1.47017
H 3.14825 1.70699 1.09874
H 2.52161 2.41501 -1.55547
H 2.04836 2.06001 2.45533
C 1.35569 -0.32576 1.39796
O 2.26643 -1.08689 1.43965
C 0.10531 0.74168 5.40252
C 0.11562 1.96222 4.72191
C 0.34509 1.99959 3.35024
C 0.57068 0.37385 2.53467
C 0.21756 -0.68039 3.38850
C 0.16607 -0.48983 4.78141
H 0.04466 0.76173 6.50491
H -0.07160 2.88669 5.29717
H 0.47899 3.06702 3.02520
H 0.13048 -1.74733 3.03030
H 0.33918 -1.42545 5.31838
*
```

Summary:
* HOMO-LUMO gap (spin up / spin down): 6.42 / 5.65 eV
* energy relative to the best compared isomer or geometry (same formula, charge and spin): 327.7 kJ/mol
* lowest unoccupied orbital energy (spin up / spin down): -8.94 / -9.34 eV

=====

# 3
Molecular formula: C14H26BN3O6
Method: DFT, ωB97M-V/def2-TZVPD

```
! wB97M-V def2-TZVPD RIJCOSX def2/J DEFGRID3
* xyz 0 1
N -0.32335 -0.83623 -3.35135
C 0.86255 -1.71630 -2.96732
C 2.00802 -1.67875 -4.01969
O 2.71036 -0.45113 -4.15118
C 1.45411 -1.32846 -1.63996
O 2.04208 -0.24759 -1.54123
N 1.31627 -2.07570 -0.50956
C 0.17997 -3.03024 -0.28528
C -0.68406 -2.42383 0.95778
C -2.02034 -1.72296 0.55832
C -1.76761 -0.18503 0.42649
N -1.83077 0.23426 -0.96046
C -2.93010 0.56980 1.03116
O -2.88682 1.76194 0.67130
O -3.86852 0.01929 1.92751
C -0.41156 0.07373 1.19350
C -0.34030 1.10592 2.39406
C -0.62130 2.57724 2.08280
C 0.06247 3.32625 0.94084
B 1.64923 3.44979 1.41159
O 1.89301 4.34493 2.38214
O 2.52958 2.54355 0.70428
C 0.26195 -1.32061 1.56298
C 1.61730 -1.40855 0.80920
H -0.80403 -0.50798 -2.47676
H -0.01474 0.03978 -3.86274
H 0.55886 -2.75158 -2.82535
H 1.71480 -1.97812 -4.93575
H 2.84407 -2.33074 -3.70554
H 2.63910 -0.03997 -3.24564
H -0.45745 -2.98461 -1.19549
H 0.42627 -4.05397 -0.01358
H -0.95688 -3.25627 1.63413
H -2.65735 -1.84463 1.39888
H -2.72854 -2.22126 -0.18616
H -1.67963 1.20430 -0.92060
H -2.72907 0.17070 -1.33284
H -4.23762 0.81394 2.36067
H 0.14120 0.51847 0.34022
H -1.05421 0.89614 3.07246
H 0.69845 0.97431 2.91396
H -0.34471 3.17438 3.03259
H -1.67667 2.90496 1.88777
H -0.07975 2.80761 -0.01042
H -0.13385 4.36049 0.89390
H 2.84619 4.31859 2.64043
H 2.09847 2.07092 -0.00606
H 0.34528 -1.33012 2.68382
H 2.09640 -0.48669 0.77499
H 2.24323 -2.04998 1.45523
*
```

Summary:
* HOMO-LUMO gap: 9.47 eV
* energy relative to the best compared isomer or geometry (same formula, charge and spin): 241.4 kJ/mol
* lowest unoccupied orbital energy: 0.36 eV
* SMILES: N[C@@H](CO)C(=O)N1C[C@@H]2C[C@@](N)(C(=O)O)[C@@H](CCCB(O)O)[C@@H]2C1

=====

# 4
Molecular formula: C14H26BrN6O2
Method: DFT, ωB97M-V/def2-TZVPD

```
! wB97M-V def2-TZVPD RIJCOSX def2/J DEFGRID3
* xyz 1 1
C 5.12655 -2.67035 1.08955
C 4.73540 -1.04642 1.01334
O 4.96680 -0.34586 2.12387
N 4.11971 -0.55103 -0.27233
C 4.61283 -1.29566 -1.49377
C 4.18524 0.94903 -0.43340
C 2.61280 1.49924 -0.29076
C 1.87002 1.68272 -1.73456
C 0.24221 1.68083 -1.71894
C -0.48303 2.02345 -0.30308
N -0.09064 2.80015 0.92848
N -1.14819 2.76256 1.84016
N -2.28245 2.08739 1.40800
C -3.61261 1.84067 2.10115
C -3.83266 2.69829 3.48262
O -2.88801 3.06906 4.35048
Br -5.75662 3.20909 3.91297
N -1.91614 1.63717 0.11923
C -2.86518 0.85385 -0.77287
C -2.62496 -0.76624 -0.77382
C -4.07529 -1.45960 -0.34183
C -3.92705 -2.99855 0.21073
N -2.92635 -3.83730 -0.55600
H 4.09662 -3.23444 0.87745
H 5.92960 -2.98044 0.29325
H 5.43292 -2.99290 2.19533
H 4.04487 -2.34239 -1.54293
H 4.24142 -0.69947 -2.45878
H 5.77916 -1.39938 -1.51250
H 4.51314 1.25888 -1.53879
H 4.93035 1.49938 0.28140
H 2.02984 0.86648 0.50225
H 2.73259 2.59515 0.16806
H 2.26199 0.80939 -2.44780
H 2.28178 2.68846 -2.21832
H -0.10786 2.51690 -2.49650
H -0.11715 0.65558 -2.21210
H -4.52169 2.08388 1.38760
H -3.71593 0.68187 2.36022
H -4.00541 1.04806 -0.54988
H -2.68621 1.24470 -1.88704
H -2.44248 -1.07821 -1.91034
H -1.72639 -1.12647 -0.11250
H -4.65039 -0.80524 0.47342
H -4.78834 -1.48611 -1.28290
H -3.56424 -2.95597 1.32952
H -4.96485 -3.58886 0.19750
H -3.04012 -3.56141 -1.55716
H -1.98558 -3.51997 -0.22769
*
```

Summary:
* HOMO-LUMO gap: 6.89 eV
* lowest unoccupied orbital energy: -4.71 eV
* SMILES: CC(=O)N(C)CCCCc1nnn(CC(=O)Br)[n+]1CCCCN